Here is a molecular structure, C15H19NO9Ti from the Open Molecules 2025 dataset. Energies are from ωB97M-V/def2-TZVPD.

Electronic energy, eV: -58897.758
ΔE to the lowest compared entry with this formula, charge and spin, eV: 0.0000
Strongest force on any atom, eV/A: 0.489
LUMO energy (alpha / beta), eV: 0.13 / 0.12
2S+1: 3
HOMO energy (alpha / beta), eV: -5.531 / -8.733
Charge: 0

Geometry as XYZ:
```
45
Properties=species:S:1:pos:R:3:mulliken_spin:R:1
Ti 0.14374 -0.00333 0.11011 1.763
C -2.60962 1.05076 1.17584 0.008
C -2.67262 1.68337 -0.21099 0.003
O -1.39344 1.52945 -0.79053 0.006
C -1.23356 2.01390 -2.10625 0.009
C 0.20264 1.69999 -2.50289 0.021
O 0.60518 0.38611 -2.12734 -0.001
C 0.19771 -0.71351 -2.93953 0.007
C -1.23030 -1.16401 -2.64797 0.004
O -1.38616 -1.15539 -1.24354 0.006
C -2.66420 -1.49551 -0.75034 0.009
C -2.58406 -1.36727 0.76494 0.021
O -1.90313 -0.18885 1.18455 -0.001
H -3.61755 0.92110 1.57939 0.000
H -2.03013 1.70279 1.82506 -0.002
H -2.92242 2.74387 -0.10041 -0.001
H -3.42967 1.22221 -0.85493 -0.002
H -1.38541 3.09797 -2.14315 0.001
H -1.96622 1.54683 -2.77323 -0.003
H 0.86796 2.35743 -1.94527 -0.012
H 0.35208 1.86014 -3.57402 0.004
H 0.87447 -1.52102 -2.67046 -0.002
H 0.30911 -0.47032 -3.99977 0.000
H -1.36605 -2.17522 -3.04594 -0.001
H -1.98324 -0.51476 -3.10814 -0.002
H -2.91811 -2.52916 -1.00858 0.001
H -3.42479 -0.84042 -1.18851 -0.003
H -1.97588 -2.18436 1.15019 -0.012
H -3.58088 -1.41972 1.21100 0.004
O 5.11118 -0.57996 3.81277 0.008
C 4.03527 -0.48935 2.99154 0.041
C 3.68428 -1.51611 2.11372 -0.016
C 2.57201 -1.33551 1.32370 0.080
N 1.84499 -0.21634 1.36964 -0.070
C 2.18555 0.76963 2.20576 0.074
C 3.27257 0.67576 3.04491 -0.016
C 1.25170 1.96852 2.13113 0.006
O 1.38274 2.87548 2.93639 0.020
O 0.37530 1.86406 1.19106 0.010
C 2.05397 -2.35337 0.31830 0.007
O 2.70956 -3.36148 0.10615 0.021
O 0.94358 -1.99733 -0.22867 0.010
H 5.55046 -1.42741 3.67471 -0.001
H 4.24298 -2.43959 2.02479 -0.001
H 3.50841 1.48991 3.71480 -0.001
```

Here is a molecular structure, C15H20AuI2N3O at a distorted geometry from the Open Molecules 2025 dataset. Energies are from ωB97M-V/def2-TZVPD.

Electronic energy, eV: -42286.190
ΔE to the lowest compared entry with this formula, charge and spin, eV: 0.4215
Strongest force on any atom, eV/A: 4.264
LUMO energy (alpha / beta), eV: 4.76 / 4.70
2S+1: 3
HOMO energy (alpha / beta), eV: 0.858 / 0.817
Charge: -2

Geometry as XYZ:
```
42
Properties=species:S:1:pos:R:3:mulliken_spin:R:1
C 2.32622 -1.51805 -3.05552 0.149
I -2.44030 -1.41369 -1.62521 0.142
H 1.41922 -2.07227 -3.34095 0.011
H 3.07630 -2.23675 -2.70679 -0.001
H 2.70630 -1.05107 -3.96211 -0.038
C 3.00147 -1.76576 1.76560 0.011
C 1.60016 -1.48934 0.03176 0.125
N 2.26046 -0.85832 1.02105 0.005
H 3.10061 -3.91748 1.59791 -0.002
I -1.27842 -1.09247 1.29206 0.118
N 1.85372 -2.80611 0.22368 0.016
H 3.60288 -1.45890 2.59433 -0.006
Au 0.07904 -0.78140 -1.14104 0.235
C 1.98385 -0.59183 -2.00073 0.323
O 2.72692 0.33302 -1.66547 0.044
C 2.73803 -2.97637 1.26469 0.016
C 1.10623 -3.90594 -0.35150 0.010
H 0.15480 -4.08160 0.17701 -0.003
H 1.69527 -4.82054 -0.25787 0.000
H 0.90228 -3.72415 -1.40926 -0.005
C 2.05583 0.49585 1.47583 0.009
H 2.83464 0.73348 2.20807 -0.001
H 1.08888 0.58040 1.99858 -0.002
H 2.11831 1.20742 0.64819 0.000
C -0.06523 3.15868 -0.11086 0.018
C -1.55331 3.07359 -0.01974 0.179
C -2.24463 4.00316 0.73683 -0.004
C -3.63375 3.92210 0.90200 -0.002
C -4.31811 2.81191 0.41510 -0.014
C -3.70491 1.86926 -0.37030 0.041
C -4.52872 0.72044 -0.82539 -0.005
C -2.27988 1.95374 -0.64432 -0.181
N -1.68967 1.07993 -1.40443 0.800
H 0.44021 2.69186 0.75239 0.000
H 0.23974 4.21881 -0.11029 0.000
H 0.27380 2.67427 -1.03007 0.011
H -1.69289 4.83767 1.17503 0.005
H -4.15860 4.69743 1.46725 -0.002
H -5.37740 2.71251 0.63984 -0.002
H -4.22934 -0.18016 -0.26647 -0.001
H -5.60320 0.84655 -0.56298 0.000
H -4.44638 0.57252 -1.90212 0.002
```

Here is a molecular structure, C15H20B2F10NO19S2Y at a distorted geometry from the Open Molecules 2025 dataset. Energies are from ωB97M-V/def2-TZVPD.

Electronic energy, eV: -107529.346
Strongest force on any atom, eV/A: 6.239
LUMO energy, eV: -0.15
HOMO energy, eV: -10.243
Charge: 0

Geometry as XYZ:
```
70
Properties=species:S:1:pos:R:3:mulliken_charge:R:1
Y -14.38497 29.28455 10.92184 2.322
N -16.23106 29.86612 11.97681 -0.029
S -17.70698 29.25400 11.93575 0.799
O -18.79214 30.10790 11.65522 -0.607
O -17.87060 28.04817 12.65503 -0.562
F -17.33909 28.64331 10.44997 -0.346
S -16.60291 31.05842 13.17254 0.744
O -16.75777 30.41973 14.42256 -0.549
O -17.38406 32.17120 12.77257 -0.526
F -15.18012 31.70084 13.15610 -0.139
B -11.64247 27.38863 10.77784 0.246
F -12.13451 28.61368 11.35925 -0.238
F -11.75163 26.36357 11.72620 -0.399
F -12.59969 27.12899 9.76311 -0.436
F -10.35210 27.49229 10.32981 -0.360
B -12.13441 32.02699 12.05291 0.207
F -11.14000 32.06986 11.05770 -0.401
F -11.45911 31.84479 13.26133 -0.360
F -12.87982 33.20137 12.04545 -0.370
F -13.03419 30.92225 11.81039 0.543
C -17.37103 29.34556 6.02724 -0.375
C -16.57891 30.66653 6.04427 -0.344
O -15.68163 30.50515 7.14895 -0.264
C -15.81281 29.27449 7.66516 0.149
O -15.12448 28.88696 8.56386 -0.350
O -16.72152 28.55202 7.02960 -0.388
H -17.30254 28.83217 5.07209 0.282
H -18.41194 29.45776 6.32098 0.309
H -17.26485 31.50116 6.14908 0.200
H -15.94291 30.74094 5.16522 0.279
C -10.98679 29.92083 6.18518 -0.421
C -11.03595 31.44953 6.51315 -0.358
O -11.96135 31.50785 7.59205 -0.317
C -12.22623 30.29059 8.07313 0.054
O -12.72701 30.01530 9.10980 0.184
O -11.69140 29.34019 7.27033 -0.347
H -9.95614 29.57810 6.22770 0.258
H -11.46918 29.69051 5.23800 0.296
H -11.50808 31.93802 5.66636 0.272
H -10.04314 31.78949 6.78253 0.310
C -17.80266 33.12388 9.39984 -0.491
C -17.08272 34.12388 10.34913 -0.447
O -15.84770 33.48928 10.62001 -0.275
C -15.75264 32.33859 9.97657 -0.011
O -14.84819 31.56602 10.10169 0.695
O -16.90455 32.02181 9.34152 -0.216
H -17.92375 33.58136 8.42167 0.347
H -18.74065 32.85359 9.87938 0.287
H -17.61527 34.32611 11.27211 0.296
H -17.01096 35.05827 9.79163 0.341
C -14.99051 27.59299 16.23309 -0.260
C -15.10120 26.24666 15.48841 -0.399
O -14.54154 26.53146 14.21119 -0.259
C -14.28089 27.83628 14.10146 0.310
O -13.86853 28.35790 13.10916 -0.247
O -14.48016 28.48097 15.25009 -0.331
H -14.37032 27.61313 17.12331 0.301
H -16.01137 27.85604 16.51231 0.228
H -16.13187 25.91064 15.38790 0.283
H -14.55717 25.44755 15.99148 0.280
C -16.72734 23.90435 11.96611 -0.355
C -15.65397 23.40401 11.00825 -0.417
O -14.84913 24.56062 10.78143 -0.321
C -15.53548 25.64313 11.15884 0.101
O -15.16382 26.75880 10.96829 0.716
O -16.67525 25.30830 11.78631 -0.242
H -16.40373 23.62422 12.96900 0.252
H -17.69076 23.46458 11.72815 0.313
H -15.93631 23.05462 10.00959 0.268
H -15.09026 22.55757 11.40205 0.286
```

Here is a single C15H20BrN3O2 molecule at a distorted geometry from the Open Molecules 2025 dataset. Energies are from ωB97M-V/def2-TZVPD.

Electronic energy, eV: -94481.222
ΔE to the lowest compared entry with this formula, charge and spin, eV: 6.5529
Strongest force on any atom, eV/A: 4.009
LUMO energy, eV: -0.28
HOMO energy, eV: -6.876
Charge: 0

Geometry as XYZ:
```
41
Properties=species:S:1:pos:R:3:mulliken_charge:R:1
C 2.23789 0.71641 2.30096 -1.067
N 0.99152 -0.01082 2.49304 0.130
C 1.13148 -1.44493 2.46757 -0.539
C -0.05440 -2.13154 3.06768 -0.744
C -1.31868 -1.58024 2.49232 -0.575
N -1.31668 -0.13689 2.56618 0.082
C -2.63857 0.49603 2.47288 -0.808
C -0.19873 0.59324 2.31256 0.779
C -0.34725 2.01790 1.97096 -1.157
H 2.19792 1.67329 2.83442 0.412
H 3.03633 0.11175 2.72864 0.319
H 2.46633 0.90825 1.23822 0.334
H 1.24983 -1.78988 1.42307 0.296
H 2.02046 -1.70175 3.04521 0.353
H -0.01683 -3.16947 2.76329 0.352
H -0.05541 -2.04007 4.14848 0.333
H -1.41604 -1.87850 1.42689 0.258
H -2.18689 -1.93372 3.06091 0.418
H -2.75429 1.29682 3.24653 0.283
H -2.79978 0.95352 1.46201 0.304
H -3.38822 -0.30226 2.63775 0.337
H -1.13151 2.49137 2.68720 0.478
H 0.68009 2.51366 1.92899 0.027
Br 2.74400 1.28869 -4.22109 -0.182
C 1.62908 1.82396 -2.81625 -0.035
C 0.46891 1.08044 -2.48562 -0.587
C -0.34488 1.49299 -1.43147 -0.152
C -0.02700 2.63643 -0.67148 0.351
C -0.80009 2.96089 0.60017 0.724
C -0.86596 4.30587 1.09870 -1.093
N -1.76328 4.66375 2.09701 0.836
O -2.17550 5.84850 2.27799 -0.709
O -2.15757 3.68899 2.88336 -0.713
C 1.08426 3.41436 -1.04855 -0.430
C 1.93207 2.98426 -2.07879 -0.588
H 0.21867 0.20202 -3.06404 0.423
H -1.24190 0.89768 -1.15862 0.363
H -1.71333 2.31677 0.63912 0.177
H -0.44913 5.17777 0.53025 0.289
H 1.30332 4.32941 -0.48316 0.286
H 2.80697 3.57842 -2.30197 0.435
```

> What is the strongest force on any atom in the second record?

4.264 eV/A

> Look up the electronic energy of the fourth one.

-94481.222 eV